ORCA calculation (ωB97M-V/def2-TZVPD) on an isolated molecule of C7H13NO3S.

Results
SMILES string	CN1CC2(C1)[C@@H](O)CCS2(=O)=O
gap between HOMO and LUMO	9.98	eV

Geometry as ORCA input:
```
! RIJCOSX wB97M-V def2-TZVPD def2/J DEFGRID3
* xyz 0 1
C 1.87 1.39 -0.71
C -0.88 -0.85 1.33
C -0.72 -0.86 -0.87
C 2.85 0.19 -0.82
C 0.76 1.11 0.46
C 0.22 -0.38 0.19
C -2.93 -0.85 0.08
N -1.65 -1.43 0.22
O 2.11 -2.39 -0.61
O 2.45 -1.04 1.49
O 1.34 1.30 1.61
S 1.93 -1.12 0.15
H 2.35 2.40 -0.44
H 1.48 1.61 -1.73
H -0.56 -1.32 2.25
H -1.44 0.09 1.68
H -1.20 -0.02 -1.45
H -0.34 -1.59 -1.63
H 2.85 -0.27 -1.75
H 3.74 0.38 -0.30
H -0.01 1.92 0.31
H -3.37 -1.49 -0.67
H -3.55 -1.17 1.00
H -2.87 0.22 -0.05
H 1.73 0.49 1.87
*
```

---

ORCA calculation (ωB97M-V/def2-TZVPD) on a cluster of 2 separate species, C7H13NO4 in total.

Results
SMILES string	NC(=O)[C@H]1CO1.OC/C=C\CO
gap between HOMO and LUMO	9.86	eV

Geometry as ORCA input:
```
! RIJCOSX wB97M-V def2-TZVPD def2/J DEFGRID3
* xyz 0 1
C 0.67 2.09 -2.60
C 0.78 2.16 -1.12
C 2.16 2.05 -0.51
C 0.21 -2.70 1.24
C -1.02 -2.39 0.37
C -2.07 -1.56 0.51
C -2.30 -0.58 1.61
H 1.32 3.02 -4.30
H 1.69 3.80 -2.78
H -0.01 1.70 -0.55
H 2.27 1.71 0.56
H 3.08 1.81 -1.13
H 0.84 -2.75 3.02
H 1.03 -2.16 0.79
H 0.43 -3.75 1.10
H -0.96 -3.05 -0.50
H -2.73 -1.62 -0.35
H -3.23 -0.01 1.63
H -1.38 0.18 1.63
H -1.48 -1.79 2.89
N 1.49 2.94 -3.29
O -0.03 1.20 -3.10
O 1.47 3.28 -0.58
O 0.09 -2.36 2.58
O -2.33 -1.24 2.88
*
```

---

ORCA calculation (ωB97M-V/def2-TZVPD) on an isolated molecule of C7H13NOS.

Results
gap between HOMO and LUMO (spin up / spin down)	8.04 / 8.04	eV

Geometry as ORCA input:
```
! RIJCOSX wB97M-V def2-TZVPD def2/J DEFGRID3
* xyz 0 1
C -0.31 2.06 1.85
C -1.63 0.93 0.13
C -1.91 0.22 -0.92
C -0.45 1.73 0.55
C -3.20 -0.48 -1.01
C 2.74 0.20 -1.00
C 1.58 -1.41 0.26
N 1.43 -0.07 -0.54
O 0.31 2.24 -1.90
S 0.89 1.91 -0.58
H 0.68 2.47 2.16
H -1.17 1.82 2.49
H -2.33 0.88 0.96
H -1.43 0.29 -1.80
H -3.09 -1.35 -0.49
H -3.60 -0.66 -1.95
H -3.96 0.05 -0.36
H 3.32 0.76 -0.14
H 2.69 0.96 -1.81
H 3.37 -0.68 -1.28
H 2.49 -1.35 1.04
H 0.64 -1.83 0.70
H 1.86 -2.05 -0.55
*
```

---

ORCA calculation (ωB97M-V/def2-TZVPD) on a cluster of 2 separate species, C7H13NOSi in total.

Results
gap between HOMO and LUMO	9.02	eV

Geometry as ORCA input:
```
! RIJCOSX wB97M-V def2-TZVPD def2/J DEFGRID3
* xyz 0 1
C -2.04 -0.64 1.63
C -2.69 0.80 -0.33
C -1.95 0.28 0.61
C -2.27 1.83 -1.38
C 2.26 0.63 -0.97
C 0.29 -1.78 -0.43
C 2.33 -0.85 1.71
N -2.09 -1.49 2.42
O -0.09 0.74 0.95
Si 1.10 -0.28 0.30
H -3.76 0.75 -0.19
H -2.46 1.65 -2.42
H -1.23 2.07 -1.26
H -2.86 2.84 -1.12
H 3.12 0.88 -0.41
H 2.63 0.11 -1.83
H 1.84 1.62 -1.27
H 0.10 -1.51 -1.47
H 0.61 -2.83 -0.46
H -0.70 -1.81 0.03
H 3.04 -0.12 2.09
H 1.80 -1.23 2.54
H 3.04 -1.66 1.26
*
```

---

It is found that the energy above the lowest of the compared OMol25 structures with the same formula, charge and spin values, taken in the order of the records, are 426.42 243.45 502.99 231.98 kJ/mol.
It is found that the DFT total energy values, taken in the order of the records, are -953.0560 -630.1457 -802.5023 -693.9268 Ha.